Record 1
C11H9NS2 | wB97M-V/def2-TZVPD

## Properties
2S+1: 1
Highest occupied orbital energy, eV: -8.074
Max |F|, eV Å⁻¹: 6.97
Frontier orbital gap, Eh: 0.281
M, g mol⁻¹: 219.33
Lowest unoccupied orbital energy, eV: -0.4203

Geometry as XYZ:
```
23
Properties=species:S:1:pos:R:3:forces:R:3:lowdin_charge:R:1
C 0.8591 -1.7071 -0.8792 -2.1 -1.0 3.6 -0.55
C 1.5971 -1.3449 -1.9915 0.7 1.9 3.2 -0.12
C 2.4590 -0.2469 -1.8364 -0.7 -0.5 -0.2 -0.05
C 2.4577 0.5938 -0.6250 2.1 -1.1 -6.5 -0.10
C 1.7831 0.1525 0.3831 -3.6 0.6 5.5 -0.11
C 0.9753 -1.0385 0.3857 0.5 1.4 -2.4 -0.37
C -0.8305 -0.7070 1.9651 4.9 -2.0 0.1 -0.16
C -1.4728 0.2868 1.2464 -1.9 4.2 -1.7 -0.48
C -1.2941 1.0173 0.0423 2.9 -2.8 -0.9 -0.09
C -2.1882 2.0424 -0.1820 -0.2 -0.4 0.0 -0.19
C -3.0324 2.2117 0.8342 -0.3 0.1 3.3 -0.42
H 0.2602 -4.1763 0.2882 -1.7 2.8 -2.5 0.07
H 1.4196 -1.9547 -2.8025 0.3 -0.8 -2.2 0.07
H 3.0507 -0.1261 -2.7362 0.3 1.0 0.3 0.09
H 2.9120 1.5553 -0.7675 0.3 0.2 0.6 0.10
H 1.5408 0.9342 1.2331 0.8 -2.0 -1.3 0.16
H -1.2153 -0.7490 3.0430 0.9 -1.0 -1.5 0.13
H -0.4049 0.7886 -0.6682 -2.0 0.3 1.2 0.14
H -2.3563 2.5682 -1.0486 0.4 1.2 -2.0 0.09
H -3.6381 2.9631 1.2773 -0.9 1.0 -1.2 0.05
N 0.3092 -1.3040 1.5514 -3.7 0.4 2.6 0.08
S -0.5203 -2.9693 -0.8449 3.0 -1.8 1.8 0.59
S -2.6709 1.2098 2.1322 0.0 -1.6 0.2 1.06
```
Forces are in eV/Å.

Record 2
C11H9NS2 | wB97M-V/def2-TZVPD

## Properties
2S+1: 3
Highest occupied orbital energy (alpha / beta), eV: -3.654 / -7.175
Max |F|, eV Å⁻¹: 5.78
Frontier orbital gap (alpha / beta), Eh: 0.134 / 0.127
M, g mol⁻¹: 219.33
Lowest unoccupied orbital energy (alpha / beta), eV: 0.0002 / -3.7278

Geometry as XYZ:
```
23
Properties=species:S:1:pos:R:3:forces:R:3:lowdin_charge:R:1
C 1.5018 -0.2198 3.1994 3.0 0.3 0.2 -0.18
C -2.5826 -2.0929 -2.2313 0.5 -1.7 0.0 -0.25
C 2.2205 0.4227 2.0799 -0.6 -3.3 -1.2 -0.17
C -2.7286 -0.7548 -2.1392 -2.5 1.9 -0.3 -0.22
C 0.2250 -0.0837 3.2181 -3.4 1.4 -0.1 -0.29
C -1.3794 -2.5381 -1.6691 -0.1 -2.8 -0.9 -0.47
C 1.1752 0.9425 1.1041 -0.4 -1.9 4.3 -0.56
C -1.6476 -0.0425 -1.6242 0.9 0.0 0.7 -0.55
C 1.9387 1.9108 -1.1565 -0.7 0.0 -1.2 0.04
C 1.5045 1.3078 -0.0787 0.8 2.1 -5.3 -0.15
C -1.4205 1.3395 -1.6316 -0.7 -2.6 -0.1 -0.35
N -1.3400 2.4691 -1.7946 0.4 2.4 0.0 0.11
S -0.3754 0.9879 1.8588 0.6 -1.2 0.2 1.12
S -0.4282 -1.2112 -1.1250 0.8 -0.1 0.4 0.89
H 2.1071 -0.7073 3.9543 -0.3 -0.2 0.1 0.13
H -3.3001 -2.7712 -2.7197 0.3 0.4 0.5 0.11
H 2.7792 1.2504 2.3554 1.5 1.5 0.9 0.11
H -3.7032 -0.2735 -2.3002 0.6 0.0 -0.3 0.11
H -0.4386 -0.3610 4.0347 -0.1 0.0 -0.5 0.09
H -1.0927 -3.6755 -1.7323 -0.1 2.7 0.4 0.09
H 1.8298 1.5366 -2.2577 0.2 0.4 2.3 0.12
H 2.2328 2.9882 -1.0717 0.0 -0.9 0.0 0.09
H 2.9222 -0.4239 1.7272 -0.8 1.6 -0.3 0.17
```
Forces are in eV/Å.

Respective energy above the lowest of the compared OMol25 structures with the same formula, charge and spin values: 403.4, 193.3 kJ/mol.